1.
The following is a quantum chemistry calculation of 2 unconnected molecules or ions with the total composition C3H11N2S in a non-equilibrium geometry, from the Open Molecules 2025 dataset.

The geometry in XYZ format:
```
17
Properties=species:S:1:pos:R:3:nbo_charge:R:1
C -0.116 2.096 -0.168 -0.6224
C 0.723 -2.110 -0.189 -0.4362
C -0.173 0.524 -0.293 0.1061
N 0.999 -0.081 0.230 -0.6816
N -1.238 -0.082 0.572 -0.7091
S 2.423 0.476 -0.252 0.3049
H -0.285 2.521 -1.075 0.2412
H -0.855 2.433 0.515 0.2168
H 0.815 2.406 0.065 0.2467
H -0.088 -2.047 -0.922 0.1831
H 1.804 -2.254 -0.710 0.2616
H 0.557 -2.683 0.747 0.2240
H -0.434 0.113 -1.362 0.1858
H -1.078 -1.054 0.662 0.4386
H -2.259 0.063 0.140 0.4629
H -1.136 0.242 1.633 0.4640
H 2.692 0.632 0.996 0.1138
```

Properties
- total energy (eV) = -17094.111
- molecular weight (g mol⁻¹) = 107.20
- frontier orbital gap (eV) = 8.89
- net charge = +1

2.
The following is a quantum chemistry calculation of 2 unconnected molecules or ions with the total composition C3H11N2S in a non-equilibrium geometry, from the Open Molecules 2025 dataset.

The geometry in XYZ format:
```
17
Properties=species:S:1:pos:R:3:nbo_charge:R:1
C 2.432 2.492 0.725 -0.6212
C 2.649 1.049 0.320 -0.4911
S 1.183 -0.014 0.434 -0.1237
H 1.527 2.899 0.281 0.2137
H 2.345 2.642 1.799 0.2176
H 3.265 3.077 0.338 0.2316
H 3.499 0.635 0.857 0.2273
H 2.931 0.941 -0.727 0.2293
H 0.853 0.202 1.718 0.1300
N -1.711 -1.195 -0.148 -0.6974
C -2.411 -2.122 -0.753 0.4030
N -3.521 -1.906 -1.416 -0.6959
H -2.109 -0.333 0.201 0.4357
H -0.792 -1.472 0.173 0.4470
H -2.033 -3.130 -0.757 0.2318
H -4.041 -2.697 -1.765 0.4365
H -4.067 -1.066 -1.279 0.4256
```

Properties
- total energy (eV) = -17098.583
- molecular weight (g mol⁻¹) = 107.20
- frontier orbital gap (eV) = 8.52
- net charge = +1

3.
The following is a quantum chemistry calculation of 2 unconnected molecules or ions with the total composition C3H11N2S in a non-equilibrium geometry, from the Open Molecules 2025 dataset.

The geometry in XYZ format:
```
17
Properties=species:S:1:pos:R:3:nbo_charge:R:1
C 0.784 -2.667 2.238 -0.6138
C 0.121 -1.358 1.799 -0.4830
S 1.135 -0.588 0.470 -0.1341
H 1.794 -2.476 2.567 0.2081
H 0.771 -3.365 1.408 0.2195
H 0.274 -3.086 3.105 0.2290
H -0.799 -1.582 1.265 0.2157
H -0.008 -0.759 2.693 0.2212
H 2.295 -0.966 1.017 0.1555
N 0.306 1.676 -2.048 -0.7242
C -0.827 2.151 -2.521 0.4130
N -1.915 2.357 -1.829 -0.6826
H 0.319 1.183 -1.167 0.4265
H 1.183 2.131 -2.261 0.4439
H -0.737 2.561 -3.523 0.2282
H -2.693 2.745 -2.339 0.4420
H -2.002 2.043 -0.875 0.4351
```

Properties
- total energy (eV) = -17098.337
- molecular weight (g mol⁻¹) = 107.20
- frontier orbital gap (eV) = 8.32
- net charge = +1

4.
The following is a quantum chemistry calculation of a gas-phase ion, C3H11N2S (charge +1) in a non-equilibrium geometry, from the Open Molecules 2025 dataset.

The geometry in XYZ format:
```
17
Properties=species:S:1:pos:R:3:mulliken_spin:R:1
C -0.295 1.607 -0.074 0.0726
C 0.005 -0.374 -1.714 0.0297
C -0.004 -0.722 0.772 0.3944
N 1.411 -0.706 0.558 0.0170
N -0.592 0.141 -0.356 -0.1287
S -0.411 -0.250 2.440 1.3117
H 0.674 1.947 -0.509 0.0060
H -0.922 2.276 -0.684 0.0028
H -0.342 1.796 0.975 -0.0352
H 0.964 -0.061 -1.700 0.0001
H -0.122 -1.469 -1.639 0.0032
H -0.551 0.226 -2.358 -0.0114
H -0.484 -1.696 0.527 0.0319
H 1.784 -1.521 0.357 0.0220
H 2.048 -0.083 1.152 -0.0349
H -1.730 0.073 -0.373 0.0137
H -1.434 -1.182 2.624 0.3050
```

Properties
- total energy (eV) = -17091.609
- multiplicity = 3
- molecular weight (g mol⁻¹) = 107.20
- ⟨S²⟩ = 2.005
- frontier orbital gap (spin up / spin down) (eV) = 5.63 / 7.33
- net charge = +1

5.
The following is a quantum chemistry calculation of 2 unconnected molecules or ions with the total composition C3H11N2S in a non-equilibrium geometry, from the Open Molecules 2025 dataset.

The geometry in XYZ format:
```
17
Properties=species:S:1:pos:R:3:mulliken_spin:R:1
C 0.545 -2.908 2.117 0.0172
C -0.147 -1.810 1.341 -0.0756
S 0.807 -0.190 1.125 0.9361
H 1.401 -2.401 2.609 -0.0069
H -0.072 -3.518 2.855 0.0022
H 0.899 -3.684 1.447 0.0050
H -1.156 -1.531 1.622 0.0483
H -0.250 -2.109 0.243 0.0815
H 1.922 -0.369 1.817 -0.0056
N -0.845 1.551 -1.104 0.0002
C -0.364 2.666 -1.590 0.0006
N -0.108 2.803 -2.912 -0.0002
H -0.889 1.474 -0.026 -0.0025
H -0.468 0.769 -1.665 -0.0002
H -0.548 3.577 -1.054 0.0000
H -0.358 3.694 -3.347 0.0001
H -0.369 1.986 -3.477 0.0000
```

Properties
- total energy (eV) = -17085.003
- multiplicity = 2
- molecular weight (g mol⁻¹) = 107.20
- ⟨S²⟩ = 0.753
- frontier orbital gap (spin up / spin down) (eV) = 11.76 / 7.03
- net charge = +2

6.
The following is a quantum chemistry calculation of a gas-phase ion, C3H11N2Si (charge +1) in a non-equilibrium geometry, from the Open Molecules 2025 dataset.

The geometry in XYZ format:
```
17
Properties=species:S:1:pos:R:3:nbo_charge:R:1
Si 2.302 0.105 0.101 1.0271
N 0.624 -0.069 -0.325 -0.8263
C -0.229 -1.147 0.135 -0.2532
C -1.600 -0.590 0.037 -0.2567
N -1.395 0.847 0.369 -0.5261
C -0.184 1.008 -0.658 -0.0192
H 2.400 -0.979 1.238 -0.1525
H 2.659 1.494 0.467 -0.1377
H 3.012 -0.525 -1.117 -0.1312
H 0.231 -1.470 1.114 0.2304
H -0.069 -1.982 -0.523 0.2335
H -2.032 -0.775 -1.020 0.2549
H -2.178 -1.008 0.800 0.2459
H -2.279 1.318 0.278 0.4464
H -0.962 0.942 1.242 0.4249
H 0.500 1.890 -0.501 0.2427
H -0.799 0.942 -1.640 0.1971
```

Properties
- total energy (eV) = -14139.136
- molecular weight (g mol⁻¹) = 103.22
- frontier orbital gap (eV) = 10.18
- net charge = +1

7.
The following is a quantum chemistry calculation of 2 unconnected molecules or ions with the total composition C3H11N3 in a non-equilibrium geometry, from the Open Molecules 2025 dataset.

The geometry in XYZ format:
```
17
Properties=species:S:1:pos:R:3:nbo_charge:R:1
C -3.157 0.844 -0.488 -0.5279
C -2.469 -0.040 0.243 0.0050
N -2.403 -0.031 1.626 -0.8292
H -3.877 1.619 -0.267 0.2004
H -3.180 0.585 -1.518 0.1923
H -1.916 -0.726 -0.347 0.1900
H -2.513 0.857 2.079 0.3871
H -1.827 -0.713 2.085 0.3815
N 2.643 0.953 -0.213 -0.8428
C 2.727 -0.345 -0.852 -0.0493
N 1.960 -1.417 -0.215 -0.8544
H 1.737 1.102 0.219 0.3513
H 3.341 1.093 0.494 0.3591
H 2.453 -0.299 -1.901 0.1661
H 3.770 -0.629 -0.807 0.1662
H 1.526 -1.159 0.663 0.3516
H 1.184 -1.692 -0.802 0.3531
```

Properties
- total energy (eV) = -7758.427
- molecular weight (g mol⁻¹) = 89.14
- frontier orbital gap (eV) = 9.09
- net charge = 0

8.
The following is a quantum chemistry calculation of 2 unconnected molecules or ions with the total composition C3H11N3 in a non-equilibrium geometry, from the Open Molecules 2025 dataset.

The geometry in XYZ format:
```
17
Properties=species:S:1:pos:R:3:nbo_charge:R:1
C 1.129 -1.551 -1.076 -0.0313
N 1.336 -0.337 -0.843 -0.4176
C 2.554 -0.033 -0.155 -0.4446
H 0.652 -2.091 -1.896 0.1831
H 1.564 -2.341 -0.428 0.1180
H 2.536 0.953 0.321 0.2047
H 2.809 -0.780 0.603 0.1781
H 3.412 0.125 -0.813 0.2128
N -1.356 1.691 0.436 -0.8708
C -2.367 0.642 0.497 -0.0515
N -1.711 -0.645 0.768 -0.8193
H -0.700 1.536 -0.325 0.3583
H -1.682 2.626 0.206 0.3542
H -2.945 0.612 -0.428 0.1542
H -3.005 0.785 1.366 0.1744
H -1.273 -0.496 1.671 0.3502
H -0.953 -0.696 0.094 0.3471
```

Properties
- total energy (eV) = -7757.847
- molecular weight (g mol⁻¹) = 89.14
- frontier orbital gap (eV) = 10.05
- net charge = 0

9.
The following is a quantum chemistry calculation of 2 unconnected molecules or ions with the total composition C3H11N3 in a non-equilibrium geometry, from the Open Molecules 2025 dataset.

The geometry in XYZ format:
```
17
Properties=species:S:1:pos:R:3:nbo_charge:R:1
C 3.607 0.697 -0.614 -0.5788
C 2.379 1.311 -0.647 0.0508
N 1.765 1.763 -1.804 -0.8257
H 4.312 1.128 -1.316 0.1953
H 3.700 -0.201 -0.026 0.2222
H 1.793 1.396 0.261 0.1832
H 2.156 1.494 -2.696 0.3733
H 0.795 1.494 -1.890 0.3792
N -3.394 -1.373 0.788 -0.9176
C -2.104 -0.712 0.526 -0.0470
N -1.050 -1.158 1.487 -0.8110
H -3.301 -2.253 1.241 0.3879
H -4.100 -0.911 0.255 0.3929
H -2.164 0.368 0.652 0.1603
H -1.838 -1.034 -0.492 0.1520
H -0.927 -0.355 2.103 0.3456
H -1.631 -1.655 2.172 0.3376
```

Properties
- total energy (eV) = -7756.885
- molecular weight (g mol⁻¹) = 89.14
- frontier orbital gap (eV) = 8.56
- net charge = 0

10.
The following is a quantum chemistry calculation of 2 unconnected molecules or ions with the total composition C3H11N3 in a non-equilibrium geometry, from the Open Molecules 2025 dataset.

The geometry in XYZ format:
```
17
Properties=species:S:1:pos:R:3:nbo_charge:R:1
H 1.637 1.345 1.282 0.3262
N 1.238 1.465 0.350 -0.6394
C 1.506 0.545 -0.456 0.1768
C 2.291 -0.703 -0.205 -0.6998
H 1.087 0.646 -1.452 0.1511
H 2.880 -0.621 0.705 0.2087
H 1.575 -1.514 -0.090 0.2533
H 2.939 -0.934 -1.045 0.2193
C -2.084 0.922 0.124 -0.4446
N -1.897 -0.392 -0.459 -0.4738
N -0.936 -1.193 0.289 -0.6965
H -2.576 0.796 1.093 0.1807
H -1.146 1.480 0.262 0.2051
H -2.745 1.484 -0.534 0.2054
H -1.472 -0.283 -1.382 0.3347
H -1.301 -2.146 0.258 0.3503
H -0.996 -0.898 1.260 0.3427
```

Properties
- total energy (eV) = -7757.887
- molecular weight (g mol⁻¹) = 89.14
- frontier orbital gap (eV) = 9.35
- net charge = 0

11.
The following is a quantum chemistry calculation of a molecular structure, C3H11N3 in a non-equilibrium geometry, from the Open Molecules 2025 dataset.

The geometry in XYZ format:
```
17
Properties=species:S:1:pos:R:3:nbo_charge:R:1
C 0.077 0.463 0.410 0.0479
C 2.806 -0.237 -0.472 -0.4273
C -2.805 0.207 0.307 -0.4222
N 0.018 -0.443 -0.614 -0.3862
N 1.705 -0.600 0.394 -0.6313
N -1.621 0.830 -0.235 -0.7308
H -0.469 -1.275 -0.276 0.3479
H 1.737 -1.569 0.699 0.3517
H -1.712 1.183 -1.180 0.3628
H 0.541 1.421 0.217 0.2046
H -0.195 0.239 1.436 0.1880
H 2.953 -0.924 -1.314 0.1806
H 3.749 -0.176 0.089 0.1939
H 2.617 0.756 -0.890 0.1892
H -3.545 0.964 0.606 0.1831
H -3.306 -0.480 -0.388 0.1714
H -2.551 -0.360 1.211 0.1767
```

Properties
- total energy (eV) = -7753.743
- molecular weight (g mol⁻¹) = 89.14
- frontier orbital gap (spin up / spin down) (eV) = 8.07 / 8.07
- net charge = 0

12.
The following is a quantum chemistry calculation of 2 unconnected molecules or ions with the total composition C3H11N3 in a non-equilibrium geometry, from the Open Molecules 2025 dataset.

The geometry in XYZ format:
```
17
Properties=species:S:1:pos:R:3:nbo_charge:R:1
C -1.105 -0.552 0.310 0.1029
C -0.802 0.012 -1.075 -0.6230
C 1.407 1.347 -0.616 -0.1358
N 0.073 -1.252 0.829 -0.8586
N -1.471 0.441 1.312 -0.8392
N 2.362 0.440 -0.478 -0.7259
H -1.980 -1.226 0.231 0.1479
H -0.723 1.121 1.398 0.3518
H -0.130 -1.583 1.766 0.3669
H 0.281 -2.058 0.249 0.3546
H -2.305 0.939 1.023 0.3582
H 2.604 0.004 0.409 0.3757
H 2.706 -0.038 -1.296 0.3775
H -1.671 0.533 -1.478 0.2033
H -0.489 -0.766 -1.772 0.1931
H 1.105 1.747 0.358 0.1232
H 0.136 0.891 -1.171 0.2275
```

Properties
- total energy (eV) = -7756.596
- molecular weight (g mol⁻¹) = 89.14
- frontier orbital gap (eV) = 8.65
- net charge = 0

13.
The following is a quantum chemistry calculation of 2 unconnected molecules or ions with the total composition C3H11N3 in a non-equilibrium geometry, from the Open Molecules 2025 dataset.

The geometry in XYZ format:
```
17
Properties=species:S:1:pos:R:3:nbo_charge:R:1
C -0.089 -1.696 1.177 -0.6118
C 0.229 -0.231 0.954 -0.2525
N 1.103 -0.022 -0.121 -0.3950
N 1.645 1.292 -0.178 -0.6826
H 0.808 -2.261 1.439 0.2101
H -0.824 -1.810 1.973 0.2128
H -0.511 -2.131 0.270 0.2069
H -0.874 0.243 0.525 0.2344
H 0.522 0.303 1.860 0.1937
H 0.396 -0.045 -1.047 0.3168
H 1.306 1.894 0.571 0.3344
H 2.653 1.219 -0.097 0.3578
C -1.032 0.372 -1.711 -0.2148
N -1.739 0.673 -0.633 -0.6357
H -1.210 -0.613 -2.139 0.1867
H -0.640 1.135 -2.384 0.1901
H -1.745 1.679 -0.461 0.3488
```

Properties
- total energy (eV) = -7756.223
- molecular weight (g mol⁻¹) = 89.14
- frontier orbital gap (eV) = 9.31
- net charge = 0

14.
The following is a quantum chemistry calculation of 2 unconnected molecules or ions with the total composition C3H11N3O in a non-equilibrium geometry, from the Open Molecules 2025 dataset.

The geometry in XYZ format:
```
18
Properties=species:S:1:pos:R:3:nbo_charge:R:1
C -1.804 -1.337 0.090 -0.3993
N -0.639 -0.692 -0.456 -0.6033
C 0.511 -0.426 0.187 0.2386
N 1.670 -0.068 -0.343 -0.3803
N 2.835 -0.020 0.448 -0.4496
C 3.889 0.947 -0.169 -0.4158
H -2.221 -2.217 -0.495 0.2036
H -2.620 -0.614 0.219 0.1914
H -1.397 -1.646 1.106 0.2011
H -0.592 -0.430 -1.406 0.3922
H 0.369 -0.565 1.263 0.1278
H 2.665 0.424 1.385 0.3204
H 3.573 1.983 -0.323 0.1793
H 4.668 0.984 0.587 0.1907
H 4.324 0.529 -1.147 0.2025
O -5.130 1.219 -0.047 -0.9487
H -5.113 1.851 0.685 0.4757
H -5.256 0.311 0.303 0.4737
```

Properties
- total energy (eV) = -9804.898
- molecular weight (g mol⁻¹) = 105.14
- frontier orbital gap (eV) = 8.07
- net charge = 0

15.
The following is a quantum chemistry calculation of 3 unconnected molecules or ions with the total composition C3H11N3O in a non-equilibrium geometry, from the Open Molecules 2025 dataset.

The geometry in XYZ format:
```
18
Properties=species:S:1:pos:R:3:nbo_charge:R:1
C -1.021 -0.320 1.535 -0.0596
C -1.455 0.568 -0.281 -0.8535
N 0.149 -0.978 1.620 -0.8171
H 0.172 -1.869 1.139 0.3776
H 0.935 -0.353 1.332 0.4100
H -1.911 -0.921 1.693 0.1899
H -1.026 0.637 2.045 0.1844
H -2.454 0.558 0.167 0.2129
H -1.192 1.625 -0.266 0.2042
H -1.695 0.087 -1.227 0.2123
C 0.707 0.373 -1.123 0.8292
N 0.795 -1.060 -1.209 -0.9043
N 1.507 0.852 0.008 -0.9236
O 0.585 1.077 -2.119 -0.6048
H 2.489 0.632 -0.131 0.3836
H 1.757 -1.384 -1.260 0.3803
H 0.264 -1.380 -2.010 0.3872
H 1.395 1.856 0.085 0.3913
```

Properties
- total energy (eV) = -9804.320
- molecular weight (g mol⁻¹) = 105.14
- frontier orbital gap (eV) = 8.54
- net charge = 0